{"formula": "C24H44N2OP2SiTi", "method": "ωB97M-V with the def2-TZVPD basis set", "total_energy_ev": -80204.0614, "max_force_ev_per_a": 2.912, "orbital_gap_ev": [7.213, 7.212], "homo_energy_ev": [-6.641, -6.640], "species": ["Ti", "P", "P", "N", "H", "C", "H", "H", "H", "C", "H", "H", "H", "C", "H", "H", "H", "C", "H", "H", "H", "C", "H", "H", "H", "C", "H", "H", "H", "C", "C", "C", "C", "C", "C", "H", "H", "H", "H", "H", "C", "O", "C", "H", "H", "H", "C", "H", "H", "H", "C", "Si", "C", "C", "N", "C", "C", "C", "C", "C", "C", "H", "H", "H", "H", "H", "H", "H", "H", "H", "H", "H", "H", "H", "H"], "positions_angstrom": [[-0.1589, 0.1697, -0.4697], [-2.0494, -1.8113, -0.0440], [1.2366, 1.8419, -2.0209], [0.5627, -1.1603, -1.3997], [-3.5009, 1.2375, -0.0122], [-3.0926, -2.1094, -1.5266], [-3.8997, -2.8268, -1.2892], [-2.4539, -2.5284, -2.3193], [-3.5259, -1.1691, -1.8952], [-3.2960, -1.7776, 1.3006], [-4.0655, -2.5416, 1.1243], [-3.7683, -0.7899, 1.3300], [-2.8221, -1.9418, 2.2801], [-1.3596, -3.4890, 0.1730], [-2.1532, -4.1799, 0.5016], [-0.5590, -3.4568, 0.9229], [-0.9371, -3.8268, -0.7834], [0.5027, 2.1286, -3.6794], [1.0332, 2.9372, -4.2134], [-0.5621, 2.3916, -3.5740], [0.5804, 1.1953, -4.2594], [1.4655, 3.5567, -1.4167], [1.9261, 4.1780, -2.2009], [2.0924, 3.5821, -0.5121], [0.4855, 3.9865, -1.1567], [2.9384, 1.3386, -2.5013], [3.5211, 2.2033, -2.8582], [2.8689, 0.5968, -3.3077], [3.4598, 0.8755, -1.6544], [1.3384, -2.1378, -1.8609], [1.9014, -3.7695, -3.5909], [1.1101, -2.7269, -3.1469], [2.4347, -2.6223, -1.0763], [3.2211, -3.6619, -1.5570], [2.9673, -4.2448, -2.8046], [1.6947, -4.2195, -4.5642], [0.2945, -2.3195, -3.7487], [2.6256, -2.1510, -0.1034], [4.0563, -4.0439, -0.9685], [3.5996, -5.0600, -3.1580], [-2.8802, 1.7503, -0.7662], [-1.7040, 0.9700, -0.9521], [-3.6402, 1.7690, -2.0739], [-4.4411, 2.5174, -2.0603], [-4.0745, 0.7758, -2.2709], [-2.9547, 2.0121, -2.8987], [-2.5562, 3.1281, -0.2251], [-1.9935, 3.7166, -0.9615], [-1.9667, 3.0743, 0.6960], [-3.4911, 3.6716, -0.0046], [1.2975, 3.0671, 2.4218], [1.8878, 1.3260, 2.0647], [3.4033, 1.3680, 0.9618], [2.4102, 0.5868, 3.7095], [0.5810, 0.3496, 1.4211], [-0.3402, -0.1960, 2.3493], [-0.1370, -1.5100, 2.8665], [-0.7370, -1.8892, 4.0642], [-1.5709, -0.9914, 4.7466], [-1.9057, 0.2368, 4.1688], [-1.3234, 0.6246, 2.9633], [2.1559, 3.6911, 2.7125], [0.6036, 3.0645, 3.2727], [0.8016, 3.5511, 1.5759], [4.2382, 1.6216, 1.6323], [3.6383, 0.3978, 0.5090], [3.3903, 2.1240, 0.1723], [1.6198, 0.6558, 4.4685], [2.6863, -0.4726, 3.6165], [3.2890, 1.1225, 4.0993], [0.5640, -2.1672, 2.3436], [-0.4950, -2.8635, 4.4995], [-1.9467, -1.2523, 5.7410], [-2.5773, 0.9267, 4.6766], [-1.5441, 1.5893, 2.5011]], "atomic_forces_ev_per_a": [[1.15, -2.47, 0.07], [0.27, -0.15, 0.43], [0.31, 0.12, 0.13], [-1.21, 2.49, 0.90], [0.08, 0.03, -0.04], [-0.10, 0.05, -0.12], [0.34, 0.29, -0.14], [-0.20, 0.17, 0.23], [0.12, -0.35, 0.14], [-0.21, 0.09, 0.07], [0.13, 0.14, 0.12], [-0.01, -0.15, 0.00], [-0.08, 0.03, -0.36], [0.02, -0.17, 0.04], [0.32, 0.12, -0.13], [-0.24, -0.13, -0.21], [-0.04, 0.06, 0.30], [-0.24, -0.05, -0.02], [-0.18, -0.34, 0.24], [0.38, -0.09, -0.07], [-0.09, 0.32, 0.21], [0.00, 0.36, -0.04], [-0.09, -0.12, 0.28], [-0.25, -0.03, -0.37], [0.28, -0.14, -0.09], [0.10, -0.06, 0.04], [-0.22, -0.26, 0.09], [0.00, 0.13, 0.24], [-0.17, 0.14, -0.33], [1.18, -1.39, -0.67], [0.46, -0.25, 0.09], [0.10, 0.34, 0.83], [-0.46, 0.05, -0.50], [0.01, -0.13, -0.24], [-0.28, 0.16, -0.06], [0.12, 0.10, 0.25], [0.20, -0.19, 0.17], [-0.13, -0.23, -0.41], [-0.20, 0.15, -0.06], [-0.22, 0.21, 0.06], [0.47, -0.83, 0.13], [-1.09, 1.47, -0.32], [-0.22, 0.02, -0.37], [0.04, -0.18, -0.01], [0.12, 0.46, -0.03], [-0.16, -0.03, 0.21], [-0.13, 0.43, -0.07], [-0.06, -0.10, 0.07], [-0.06, -0.08, -0.13], [0.33, -0.16, -0.06], [0.24, 0.30, 0.19], [-0.70, -0.62, 0.23], [0.20, 0.02, 0.02], [0.23, -0.03, 0.19], [-0.36, 0.14, -1.32], [0.24, -0.02, 1.15], [-0.08, 0.80, -0.15], [0.00, 0.25, -0.04], [-0.10, -0.15, 0.10], [0.18, -0.20, -0.13], [0.52, -0.53, -0.22], [-0.17, -0.03, -0.05], [0.07, -0.04, -0.18], [0.02, -0.07, 0.02], [-0.10, -0.02, -0.18], [-0.11, 0.10, 0.11], [-0.01, -0.13, 0.15], [0.08, -0.02, -0.19], [-0.06, 0.20, -0.03], [-0.18, -0.09, -0.05], [-0.13, 0.29, 0.26], [-0.16, 0.33, -0.13], [0.02, 0.07, -0.44], [0.07, -0.21, -0.05], [0.12, -0.20, 0.25]]}

***

{"formula": "C24H45BCl26F4N3O2", "method": "ωB97M-V with the def2-TZVPD basis set", "total_energy_ev": -371297.8368, "max_force_ev_per_a": 12.247, "charge": 1, "orbital_gap_ev": 6.461, "homo_energy_ev": -10.985, "species": ["C", "N", "C", "B", "O", "C", "C", "C", "C", "C", "F", "F", "F", "C", "C", "C", "F", "N", "N", "C", "O", "H", "H", "H", "H", "H", "H", "H", "H", "H", "H", "H", "H", "H", "H", "H", "H", "H", "H", "H", "C", "Cl", "Cl", "H", "H", "C", "Cl", "Cl", "H", "H", "C", "Cl", "Cl", "H", "H", "C", "Cl", "Cl", "H", "H", "C", "Cl", "Cl", "H", "H", "C", "Cl", "Cl", "H", "H", "C", "Cl", "Cl", "H", "H", "C", "Cl", "Cl", "H", "H", "C", "Cl", "Cl", "H", "H", "C", "Cl", "Cl", "H", "H", "C", "Cl", "Cl", "H", "H", "C", "Cl", "Cl", "H", "H", "C", "Cl", "Cl", "H", "H"], "positions_angstrom": [[-0.8952, -1.8479, -2.1099], [-2.3865, -1.5991, -1.9652], [-3.1147, -2.9032, -2.2201], [-2.7477, -0.9729, -0.6310], [-3.1241, -1.8914, 0.4983], [-2.7346, 0.6707, -0.3151], [-1.4934, 1.4345, -1.1346], [-1.2198, 2.8293, -0.2569], [-2.4533, 3.8612, -0.7118], [0.2306, 3.4943, -0.6324], [0.6894, 4.5140, 0.3469], [1.2927, 2.4713, -0.9619], [0.0224, 4.2428, -1.9283], [-1.4831, 2.1932, 1.2307], [-0.2852, 2.1652, 2.3482], [1.0212, 1.2594, 1.9533], [0.7473, 0.1073, 1.0645], [-2.4382, 0.9862, 1.1372], [-3.4273, 0.8504, 2.0981], [-4.5810, 1.5145, 1.7626], [-5.8228, 1.8710, 1.3366], [-0.6207, -2.9005, -2.5592], [-0.4970, -1.0495, -2.8983], [-0.3484, -1.6458, -1.0901], [-2.4897, -3.8673, -1.9867], [-4.1382, -3.0086, -1.6314], [-3.4238, -2.9181, -3.3730], [-3.9862, -1.4958, 0.8295], [-3.6636, 1.1453, -0.8451], [-0.5791, 0.7101, -1.0413], [-1.6769, 1.6954, -2.2748], [-2.9049, 3.5157, -1.7608], [-2.1073, 4.9942, -0.7233], [-3.3705, 3.8211, 0.0397], [-2.2229, 3.0029, 1.7025], [0.1282, 3.2588, 2.5894], [-0.7183, 1.7713, 3.3829], [1.4577, 0.8391, 2.9812], [1.9218, 1.8858, 1.4836], [-1.7895, 0.1818, 1.3934], [-0.4020, 7.2907, 2.4616], [0.6786, 7.5590, 3.8346], [-1.7072, 6.1772, 2.8874], [-0.8349, 8.2468, 2.1574], [0.1723, 6.8660, 1.6346], [-4.3831, 5.7156, 5.4619], [-4.1676, 4.3031, 4.4210], [-3.9562, 5.3430, 7.1363], [-3.7413, 6.5236, 5.1024], [-5.4289, 6.0300, 5.4229], [-0.0965, -1.9591, -6.0718], [0.9841, -1.6908, -4.6987], [-1.4018, -3.0726, -5.6459], [-0.5295, -1.0030, -6.3759], [0.4778, -2.3837, -6.8987], [-7.0700, -2.3969, -0.4678], [-6.1090, -0.9369, -0.7322], [-6.0339, -3.8204, -0.3100], [-7.6531, -2.2778, 0.4487], [-7.7426, -2.5387, -1.3172], [4.7977, -1.1445, -5.6331], [4.9352, -2.2818, -4.2867], [3.4659, -1.5886, -6.7074], [4.6154, -0.1431, -5.2357], [5.7309, -1.1516, -6.2015], [0.5246, -0.2798, -9.8783], [1.1764, -1.6784, -9.0157], [-1.1897, -0.0497, -9.5134], [1.0760, 0.6136, -9.5753], [0.6414, -0.4386, -10.9530], [0.8315, -3.2270, 1.2513], [0.9113, -3.7766, -0.4270], [-0.6666, -2.3410, 1.5600], [0.8738, -4.0960, 1.9125], [1.6813, -2.5697, 1.4512], [3.6024, 5.6574, 0.7895], [5.3000, 5.2960, 1.1254], [2.8181, 6.3901, 2.1941], [3.5464, 6.3523, -0.0520], [3.0844, 4.7292, 0.5366], [6.6066, -5.4493, -4.9215], [7.2046, -6.2660, -3.4723], [7.9234, -5.1151, -6.0525], [5.8699, -6.0899, -5.4125], [6.1392, -4.5054, -4.6307], [-3.1658, -5.8088, 1.5054], [-1.3988, -5.7760, 1.4629], [-3.8385, -5.9618, -0.1221], [-3.4914, -6.6612, 2.1066], [-3.5281, -4.8808, 1.9544], [4.4191, -0.2716, 3.8020], [3.4791, -1.4581, 2.8889], [4.4123, -0.6477, 5.5293], [5.4501, -0.2799, 3.4401], [3.9834, 0.7191, 3.6519], [5.4200, 1.5046, 8.4791], [6.1872, 1.9707, 6.9562], [5.0236, 2.9258, 9.4527], [4.5010, 0.9552, 8.2609], [6.1059, 0.8674, 9.0425], [1.8244, -6.3797, 3.8852], [1.7429, -4.9238, 4.8846], [1.8953, -5.9689, 2.1673], [2.7201, -6.9454, 4.1531], [0.9353, -6.9877, 4.0692]], "atomic_forces_ev_per_a": [[1.38, 2.09, -1.00], [-0.25, -0.89, 2.73], [-1.73, -0.95, -0.97], [-0.10, -2.83, 0.07], [-1.48, 3.50, -2.10], [0.67, 0.69, -3.95], [1.10, -0.26, 0.36], [-1.28, -1.88, -1.12], [-0.45, 0.36, 0.26], [0.49, 0.75, -1.95], [-1.10, -3.55, -3.11], [-3.32, 3.78, 1.59], [0.96, -2.36, 4.21], [-0.60, 5.45, 2.04], [0.43, -0.98, 0.20], [1.44, 0.10, 1.11], [0.10, 2.61, 1.61], [3.76, -1.60, -1.49], [-6.70, 3.77, -0.57], [-5.67, -0.40, -2.85], [11.13, -2.92, 4.19], [-0.87, 2.18, 1.17], [-0.73, -1.80, 1.89], [-0.90, -0.67, -2.13], [-1.04, 1.98, -0.33], [2.45, 0.49, -1.19], [0.83, -0.08, 2.43], [1.28, -0.89, -0.08], [1.12, -0.60, 1.99], [-1.49, 1.62, -0.32], [0.07, -0.85, 2.56], [1.33, 0.99, 2.24], [-0.69, -2.53, -0.15], [2.06, -0.08, -1.35], [1.64, -1.64, -0.80], [-1.22, -2.28, -0.89], [0.70, 0.72, -2.34], [-1.06, 0.57, -2.40], [-2.33, -1.40, 0.64], [-0.71, 0.58, -0.24], [0.26, 0.39, -0.25], [-0.47, 0.22, 0.13], [-0.14, -0.19, -0.11], [0.04, -0.26, 0.21], [-0.09, 0.00, 0.30], [-0.12, 0.57, 0.23], [-0.01, -0.16, -0.24], [-0.05, 0.09, -0.15], [-0.05, -0.33, 0.07], [0.26, -0.24, 0.02], [0.07, 0.04, -0.23], [0.12, 0.03, -0.14], [-0.08, -0.01, -0.06], [0.08, -0.26, 0.12], [-0.30, 0.06, 0.60], [-0.52, -0.52, 0.11], [-0.02, 0.37, -0.04], [-0.45, 0.18, 0.16], [0.26, 0.05, -0.21], [0.30, 0.12, 0.14], [0.19, 0.27, -0.14], [0.00, 0.15, 0.15], [0.49, 0.17, -0.29], [-0.06, -0.33, -0.04], [-0.27, -0.13, 0.15], [0.15, 0.31, -0.28], [0.20, 0.05, -0.60], [0.02, 0.07, -0.02], [-0.17, -0.29, 0.04], [-0.10, -0.08, 0.32], [0.42, 0.25, 0.28], [0.40, -0.36, 0.36], [0.00, -0.24, 0.25], [-0.35, 0.66, -0.35], [-0.32, -0.10, -0.22], [0.03, -0.11, -0.33], [-0.03, -0.05, -0.11], [0.17, -0.24, -0.38], [0.08, -0.11, 0.29], [0.21, 0.25, 0.16], [-0.37, 0.08, -0.04], [-0.10, 0.00, 0.05], [-0.09, 0.07, -0.07], [0.30, 0.08, 0.12], [0.30, -0.32, -0.09], [-0.17, 0.07, 0.35], [-0.12, -0.16, 0.12], [0.08, -0.22, 0.05], [0.15, 0.15, -0.27], [0.15, -0.14, -0.24], [0.28, 0.32, 0.02], [0.02, 0.05, -0.07], [-0.07, -0.04, -0.13], [-0.29, -0.11, 0.12], [0.05, -0.28, 0.09], [-0.06, -0.31, 0.13], [0.09, 0.02, 0.02], [-0.05, -0.11, 0.04], [0.20, 0.24, -0.01], [-0.10, 0.28, -0.17], [0.00, -0.40, 0.26], [-0.02, -0.02, 0.03], [0.44, -0.84, 0.06], [-0.18, 0.26, -0.13], [0.17, 0.26, -0.12]]}

***

{"formula": "C24H45Cl3N3O4SiZn", "method": "ωB97M-V with the def2-TZVPD basis set", "total_energy_ev": -132149.9338, "max_force_ev_per_a": 1.947, "charge": -1, "orbital_gap_ev": 7.539, "homo_energy_ev": -5.193, "relative_energy_kj_mol": 0.0, "species": ["C", "C", "H", "H", "H", "C", "C", "H", "H", "H", "H", "Zn", "Cl", "Cl", "C", "O", "N", "C", "C", "H", "H", "H", "H", "H", "H", "H", "H", "H", "C", "C", "N", "H", "C", "O", "H", "H", "H", "H", "O", "C", "C", "C", "H", "C", "H", "C", "H", "C", "C", "H", "H", "H", "Si", "Cl", "C", "C", "C", "H", "H", "H", "H", "H", "H", "H", "H", "H", "C", "N", "C", "C", "C", "O", "H", "H", "H", "H", "H", "H", "H", "H", "H"], "positions_angstrom": [[2.8062, -2.1379, -3.6012], [2.0153, -1.5571, -4.7298], [2.9231, -3.2199, -3.7228], [2.3150, -1.9427, -2.6379], [3.8139, -1.6954, -3.5509], [1.8333, -2.1599, -5.9169], [2.4759, -3.4374, -6.3305], [1.1889, -1.6872, -6.6572], [2.4938, -4.1880, -5.5306], [3.5098, -3.2957, -6.6769], [1.9167, -3.8568, -7.1722], [0.7561, -0.1905, 3.9403], [2.0796, 1.5757, 4.5269], [1.3852, -0.9435, 1.8297], [0.0770, 2.1193, 2.1677], [-0.6677, 1.3091, 2.7595], [-0.3621, 3.0639, 1.3220], [-1.7758, 3.1480, 0.9919], [0.5166, 4.0893, 0.7806], [1.1654, 2.0990, 2.3092], [-2.3503, 2.5372, 1.6962], [-1.9587, 2.7962, -0.0353], [-2.0939, 4.1950, 1.0418], [1.5152, 3.9529, 1.2106], [0.1267, 5.0819, 1.0465], [0.5698, 4.0127, -0.3157], [0.5063, -4.7507, 2.5355], [-0.4089, -3.0688, 0.7128], [-0.4619, -4.6791, 3.0499], [-1.3619, -3.3247, 1.1988], [-1.1811, -3.4977, 2.6215], [-0.2946, -4.6106, 4.1261], [-1.4411, -2.4749, 3.4752], [-1.7729, -1.3369, 3.1723], [-2.0881, -2.5228, 1.0333], [-1.2864, -2.7853, 4.5250], [-1.0512, -5.5741, 2.8133], [-1.7322, -4.2660, 0.7788], [0.1184, -0.4376, -3.8028], [1.3668, -0.2088, -4.4478], [0.0590, 0.6865, -6.4704], [1.2259, 0.6580, -5.6957], [-0.8076, 0.0950, -6.1641], [0.0395, 1.4638, -7.6343], [2.0500, 0.3065, -3.7555], [2.3547, 1.3930, -6.0742], [-0.8708, 1.4923, -8.2392], [1.1719, 2.1815, -8.0226], [2.3428, 2.1426, -7.2472], [3.2450, 1.3247, -5.4413], [1.1579, 2.7713, -8.9367], [3.2376, 2.6811, -7.5484], [-0.7255, 0.4006, -2.6359], [0.9970, -2.3129, 4.9492], [-2.5418, 0.0717, -2.9254], [-0.3360, 2.2238, -2.8577], [-0.1536, -0.2437, -0.9865], [-2.8002, 0.1841, -3.9866], [-3.1603, 0.7717, -2.3468], [-2.8031, -0.9502, -2.6205], [-0.3475, -1.3198, -0.8946], [-0.6399, 0.2367, -0.1292], [0.9243, -0.1052, -0.8418], [-0.4876, 2.5293, -3.9027], [0.7090, 2.4389, -2.5956], [-0.9835, 2.8486, -2.2266], [-1.5341, 0.8791, 9.0212], [-1.6276, 0.7610, 7.5776], [-2.8954, 1.0330, 6.9419], [-0.5995, 0.4067, 6.7548], [0.6890, 0.1525, 7.4541], [-0.8250, 0.3293, 5.5334], [-2.5216, 1.1799, 9.3967], [-0.7875, 1.6357, 9.3086], [-1.2453, -0.0806, 9.4775], [-2.8089, 1.8664, 6.2254], [-3.2628, 0.1504, 6.3936], [-3.6154, 1.3017, 7.7206], [0.5485, -0.6689, 8.1566], [1.4658, -0.1028, 6.7422], [0.9763, 1.0566, 7.9892]], "atomic_forces_ev_per_a": [[0.17, -0.13, 0.14], [-0.44, -0.13, -0.94], [0.04, 0.21, 0.15], [0.08, -0.05, -0.21], [-0.23, -0.08, 0.01], [0.21, 0.61, 0.82], [-0.07, -0.58, -0.27], [0.25, 0.07, 0.12], [0.02, 0.15, -0.16], [-0.18, 0.04, 0.11], [0.14, -0.12, 0.09], [-0.44, -0.26, -0.27], [0.28, 0.08, 0.36], [0.17, 0.05, -0.03], [-0.70, -1.42, 0.99], [1.19, 1.28, -0.86], [-0.48, 0.38, -0.28], [0.09, 0.03, -0.09], [-0.12, -0.42, 0.04], [-0.18, 0.08, -0.02], [0.20, 0.13, -0.18], [0.02, 0.00, 0.23], [-0.05, -0.10, 0.08], [-0.20, 0.10, -0.16], [0.18, -0.15, -0.04], [0.05, 0.06, 0.22], [-0.12, 0.11, 0.19], [-0.21, 0.06, 0.07], [-0.28, 0.14, 0.02], [0.21, 0.11, -0.04], [-0.23, 0.13, -0.27], [0.09, -0.10, -0.17], [0.07, 0.01, 0.46], [-0.22, -0.71, -0.18], [0.22, -0.12, -0.03], [-0.35, 0.13, -0.35], [0.08, -0.02, 0.05], [-0.06, 0.07, -0.04], [0.06, -0.22, -0.59], [-0.52, 0.01, 0.30], [0.48, 0.21, 0.06], [-0.01, -0.12, 0.24], [0.29, 0.24, -0.05], [0.03, -0.10, 0.15], [-0.11, 0.13, -0.05], [-0.28, -0.13, -0.23], [0.34, 0.04, 0.14], [0.27, -0.04, 0.15], [-0.46, -0.21, 0.09], [-0.23, 0.14, -0.28], [-0.04, -0.10, 0.15], [-0.20, 0.00, -0.03], [0.57, -0.05, 0.34], [0.69, 0.31, 0.59], [-0.12, -0.07, -0.16], [-0.07, 0.18, -0.08], [-0.18, 0.16, -0.14], [0.02, 0.02, 0.18], [0.12, -0.16, -0.08], [0.04, 0.21, -0.04], [0.02, 0.19, -0.03], [0.06, -0.09, -0.05], [-0.16, 0.00, -0.02], [0.01, -0.04, 0.19], [-0.19, -0.03, -0.01], [0.17, -0.10, -0.10], [0.27, -0.08, -0.05], [-0.21, 0.05, -0.13], [-0.52, 0.09, -0.35], [-0.75, 0.05, -0.93], [0.36, -0.11, -0.31], [0.64, 0.05, 1.23], [0.46, -0.12, 0.00], [-0.26, -0.18, 0.06], [-0.13, 0.29, 0.01], [-0.04, -0.34, 0.17], [0.14, 0.34, 0.10], [0.04, -0.04, -0.23], [0.12, 0.00, 0.08], [-0.02, -0.04, 0.00], [0.10, -0.01, 0.12]]}